The following is a quantum chemistry calculation of a molecular structure, C42H51BN10S4Sc, from the OMol25 dataset.

Calculated values
HOMO-LUMO gap   0.28152 Ha
E_LUMO   -7.93 eV
F_max   0.7 eV Å⁻¹
Total charge   +3

The geometry in XYZ format:
```
109
C42H51BN10S4Sc, DFT the ωB97M-V functional and the def2-TZVPD basis
Sc 0.56696 -0.19683 0.41227
S 1.86393 1.18769 -1.34223
S -1.62193 1.17843 0.82935
S -1.25026 -4.47176 1.67593
S -0.67547 -1.19258 -1.83144
N 2.36620 -1.29592 1.11132
N -0.46011 1.80099 -2.46813
N 3.31570 -3.01506 2.12764
N -2.39366 2.85636 -1.07835
N 1.26999 1.12909 2.11618
N -3.04911 3.88470 -1.67166
N -0.13082 -2.27568 1.12439
N -2.75593 0.49778 -2.06145
N -1.31326 2.22066 -3.41213
N -4.03850 0.92953 -2.20544
C 4.45222 0.15557 1.00024
C -0.95874 2.45586 -4.65164
C -1.99441 2.90196 -5.65527
C -2.50486 3.77411 1.09594
C -2.17914 4.40999 -5.45157
C 0.42956 2.29080 -4.90776
C -2.32620 -0.77076 -2.08150
C -3.30080 7.18661 -1.61833
C 1.57173 1.30549 4.47658
C 1.77497 2.36033 1.96624
C 3.71388 -0.97803 1.33407
C -3.45685 4.84638 -0.87424
C -3.12967 4.83046 0.50860
C 2.10969 2.57490 4.31616
C -1.29242 -2.88079 1.12367
C -4.91897 5.64238 -2.77211
C 5.66343 -2.06755 2.32902
C -1.52332 2.62153 -7.08415
C 4.32125 -2.05292 1.96967
C -2.21638 3.70506 2.56365
C 5.78622 0.15741 1.34878
C 0.43927 -4.36385 1.91798
C 1.32903 1.94496 -3.93997
C -3.31938 -1.76874 -2.35211
C -6.51949 1.98655 -2.37434
C 2.21129 3.11088 3.04124
C 1.17096 0.61694 3.34958
C -4.26849 6.00661 -1.44317
C -3.31227 2.17418 -5.36852
C 6.38170 -0.93547 2.00761
C -2.98157 -3.22858 -2.46702
C 2.78896 1.81489 -4.23824
C -7.27969 -0.26432 -1.57523
C -4.95799 0.03044 -2.40631
C -4.60057 -1.34222 -2.49591
C -6.39538 0.48173 -2.58462
C 2.19449 -2.51380 1.60023
C 0.86041 -3.12198 1.58461
C -6.81753 0.13134 -4.02084
C -5.38111 6.39603 -0.45591
C -2.16425 2.70647 0.22574
C 0.83504 1.66527 -2.61238
B -1.93066 1.76198 -2.02841
H 0.75542 -0.38238 3.43650
H -7.85514 0.42648 -4.17914
H -1.26174 4.96227 -5.66308
H -7.30872 -1.33861 -1.76317
H -1.33647 1.55983 -7.25769
H 2.99388 2.04077 -5.28118
H -6.94376 -0.10157 -0.54916
H -7.56835 2.27015 -2.45924
H -4.99353 6.85901 0.45117
H -0.62934 3.18912 -7.34331
H -2.51219 6.95349 -2.33710
H -5.38201 -2.06554 -2.69370
H -3.42358 5.67539 1.11525
H -2.48838 4.61903 -4.42850
H 3.12657 0.80128 -4.01577
H 3.41965 -3.92452 2.54931
H 1.01038 -5.20609 2.27430
H -3.20522 1.08905 -5.43920
H -1.93464 -3.39308 -2.70454
H -1.13886 3.66673 2.74032
H 1.46694 0.85420 5.45274
H 6.12210 -2.91199 2.82419
H 3.36992 2.49137 -3.60940
H -2.83103 7.46538 -0.67256
H -2.62344 4.57336 3.07649
H 6.39759 1.01445 1.10227
H -3.84301 8.05903 -1.98436
H -4.04887 2.48743 -6.10881
H -3.59844 -3.68867 -3.23722
H -6.20130 0.66040 -4.75088
H -6.75022 -0.93875 -4.22483
H -2.94961 4.76769 -6.13512
H -5.95354 2.53935 -3.12629
H -2.64777 2.80352 2.99714
H -5.51001 6.49058 -3.11688
H -8.30306 0.10230 -1.65280
H 4.01566 0.99293 0.47141
H -6.00034 5.54259 -0.17186
H 1.82119 2.74605 0.95644
H 7.43209 -0.88919 2.25973
H -3.20646 -3.74527 -1.53087
H -2.20442 -2.40424 0.79540
H 2.62497 4.09492 2.87145
H -2.30407 2.93388 -7.77691
H 2.44607 3.14154 5.17446
H 0.78611 2.46185 -5.91268
H -3.70652 2.43141 -4.38237
H -6.16059 2.29902 -1.39146
H -4.19234 5.41184 -3.54371
H -6.03082 7.13010 -0.93102
H -5.58905 4.78729 -2.66969
```

The following is a quantum chemistry calculation of a molecular structure, C20H60Cu2F6N24O16 at a distorted geometry, from the OMol25 dataset.

Calculated values
HOMO-LUMO gap   0.27775 Ha
E_LUMO   -0.23 eV
F_max   11.4 eV Å⁻¹

The geometry in XYZ format:
```
128
C20H60Cu2F6N24O16, DFT the ωB97M-V functional and the def2-TZVPD basis
Cu -3.29852 -20.87450 14.05336
Cu -3.42272 -21.31109 17.19780
F -8.00561 -19.67365 15.58817
F -3.42053 -25.81365 14.21893
F -4.07942 -24.97171 16.10490
F -7.63908 -19.19755 13.45700
F -6.31982 -18.37537 14.90314
F -4.72800 -24.15638 14.19826
O -9.22824 -21.05687 13.04226
O -13.15379 -21.62673 16.97628
O -2.96099 -19.13236 12.55958
O -10.56833 -21.10582 8.34047
O -2.19896 -22.67482 15.66406
O -3.16962 -23.94710 6.91655
O -8.11508 -17.99481 18.90110
O -1.69638 -19.92660 9.18475
O -8.68338 -22.80431 18.19535
O -5.12704 -20.89132 15.50693
O -5.41327 -20.94593 13.32182
O -6.43128 -24.98043 10.16550
O -2.44235 -23.06464 13.44658
O -8.27731 -15.27866 10.39154
O -7.20065 -19.42469 8.91834
O -3.99234 -19.85741 18.71863
N -5.41236 -18.43467 19.74618
N -4.66940 -17.65932 12.54288
N -9.90660 -18.93106 19.91057
N -8.03994 -17.48455 10.68658
N -9.01506 -25.01821 18.32984
N -8.88094 -21.69078 15.19935
N -4.85738 -25.35777 7.36875
N -5.80342 -18.84121 17.63127
N -10.58431 -20.21045 14.63937
N -7.45978 -23.26578 8.98937
N -7.07796 -18.42379 6.88453
N -11.36639 -22.93109 17.60162
N -1.63878 -21.78804 7.90118
N -9.46686 -20.79689 10.29776
N -8.10833 -23.73370 11.05959
N -11.02170 -21.00032 16.55188
N -3.62748 -20.85456 8.38279
N -4.27828 -23.79798 8.91647
N -7.01843 -24.19085 17.51551
N -8.29949 -20.31660 7.15191
N -11.44102 -21.85831 10.29760
N -8.74534 -20.16802 18.46688
N -9.46598 -16.33350 12.03359
N -3.42764 -18.02223 10.67198
C -7.25148 -24.08810 10.06217
C -4.04155 -24.36173 7.69717
C -8.58700 -16.29368 11.00989
C -7.52130 -19.36966 7.71345
C -7.06556 -19.45770 14.62259
C -10.48300 -21.24874 9.56191
C -8.83889 -18.96773 19.05160
C -3.62197 -18.27217 11.97088
C -11.95760 -21.86032 16.99325
C -2.46266 -23.67336 14.77553
C -3.66604 -24.64077 14.87580
C -2.28743 -20.80696 8.55559
C -4.99925 -19.12596 18.66436
C -1.52953 -23.09184 11.19459
C -6.10845 -21.09252 12.09791
C -6.13075 -20.72886 14.53959
C -2.26130 -23.89914 12.30781
C -9.55181 -21.03996 14.22155
C -5.14936 -21.88359 11.20342
C -8.23899 -23.93970 18.04780
H -1.54582 -24.27774 14.77889
H -5.63109 -22.30425 10.32631
H -4.00549 -17.41244 10.12383
H -10.09876 -21.01964 16.93342
H -5.40990 -25.90552 8.00999
H -6.72348 -25.12465 17.29490
H -0.65028 -21.78150 7.73909
H -4.99424 -18.73803 20.60967
H -6.34461 -18.06417 19.64313
H -8.05801 -20.47893 17.80299
H -7.28101 -18.41435 5.90192
H -10.88306 -20.07109 15.69368
H -9.62982 -15.42661 12.44004
H -8.05170 -22.19912 14.97255
H -10.37734 -23.10265 17.44362
H -8.66941 -20.94113 7.85375
H -6.54398 -18.15933 17.71850
H -0.63530 -22.60008 11.57667
H -8.08276 -24.27292 11.90808
H -8.63053 -18.27087 10.90548
H -4.57164 -22.60271 11.78740
H -2.28390 -22.44847 7.47076
H -3.01333 -18.83381 10.22256
H -1.62624 -24.76573 12.49588
H -6.33945 -20.13656 11.63238
H -6.50629 -23.37433 17.21882
H -5.08620 -24.21165 9.37733
H -8.20431 -22.59819 8.90669
H -9.33143 -21.74011 16.06540
H -11.39778 -20.06205 16.27561
H -9.45967 -21.00155 11.29659
H -9.64596 -17.13727 12.60782
H -8.67953 -25.93285 18.08632
H -11.31558 -22.09323 11.26667
H -10.49134 -19.74658 19.91897
H -12.06592 -23.58216 17.92291
H -4.31838 -21.21298 10.95987
H -10.89782 -19.63753 13.87032
H -9.89654 -24.82276 18.76744
H -7.31726 -17.57966 10.00064
H -9.20950 -20.82857 19.06662
H -8.42600 -20.22485 6.16197
H -6.85327 -21.53556 14.54646
H -6.96708 -21.75693 12.19980
H -3.65687 -23.06880 9.21668
H -5.74425 -19.44100 16.81450
H -5.30930 -17.10749 12.00320
H -8.26621 -22.73918 11.05498
H -12.09489 -22.36959 9.72672
H -6.72310 -23.28573 8.30089
H -1.30179 -23.72343 10.33890
H -3.21726 -24.17120 11.85641
H -3.92490 -21.34183 7.55411
H -4.16503 -20.13890 8.84417
H -4.89149 -17.86659 13.49863
H -9.96893 -18.19104 20.58559
H -8.71078 -20.32336 9.80721
H -4.89898 -25.72760 6.43490
H -6.55365 -17.66852 7.29027
H -2.20373 -22.27585 10.92467
```

> Number 2 is which compound?

C20H60Cu2F6N24O16

> F_max of number 1 (C42H51BN10S4Sc)?

0.7 eV Å⁻¹

> What is the E_LUMO in the second record?

-0.23 eV